97
Properties=species:S:1:pos:R:3:lowdin_charge:R:1 method="wB97M-V/def2-TZVPD" lumo_energy_ev=0.2 smiles="COCCCCCCC[SiH2]/C(I)=C(/C)I.O=C1CCCO1.O=C1CCCO1.O=C1CCCO1.O=C1CCCO1.O=C1CCCO1" de_lowest_kj_mol=13.65 gap_ev=8.882 max_force_ev_per_a=0.53 homo_ev=-8.71
I 0.241 0.920 -3.430 0.93
I -1.312 5.285 -1.669 0.88
Si 1.294 3.130 -0.995 0.54
O -4.332 0.686 -2.000 0.02
O -1.951 -4.393 6.212 0.01
O 3.352 4.749 -7.894 0.01
O 3.449 4.801 -3.221 -0.01
O 5.312 5.815 -7.861 0.12
O -4.588 -4.758 11.211 0.12
O -1.463 -3.614 4.176 0.11
O -6.123 -0.648 -2.071 0.13
O -4.576 -4.031 9.099 0.02
O -0.621 -6.070 1.120 -0.20
O 4.652 4.464 -1.366 0.10
C 4.591 4.856 -2.495 -0.49
C -0.956 -6.525 6.122 -0.14
C 1.157 -1.608 0.570 -0.21
C -0.461 -4.669 1.287 -0.22
C 2.543 5.362 -10.019 -0.15
C 0.039 2.716 -2.358 -0.88
C -4.348 -3.891 10.427 -0.49
C 2.372 4.365 -8.878 -0.15
C 2.139 0.734 0.322 -0.27
C -1.512 -5.466 7.068 -0.15
C -3.285 0.997 -1.065 -0.16
C -3.869 0.692 0.309 -0.14
C 2.042 -0.683 -0.252 -0.25
C 0.929 -2.972 -0.102 -0.20
C -2.048 3.181 -3.729 -0.23
C 0.937 -4.180 0.851 -0.15
C 4.350 5.458 -8.473 -0.48
C 2.587 1.806 -0.707 -0.33
C 4.951 6.098 -4.496 -0.14
C -4.095 -2.879 8.381 -0.15
C 4.039 5.669 -9.942 -0.07
C -1.312 -4.447 5.020 -0.48
C -5.212 -0.188 -1.452 -0.49
C -1.190 -6.468 -0.105 -0.11
C 5.705 5.439 -3.343 -0.07
C -4.055 -1.755 9.411 -0.15
C -4.821 -0.460 -0.010 -0.07
C -0.999 3.473 -2.690 -0.93
C 3.699 5.235 -4.576 -0.15
C -3.744 -2.523 10.695 -0.08
C -0.415 -5.670 4.976 -0.07
H -2.671 -2.652 10.849 0.13
H 2.583 3.340 -9.187 0.13
H -5.705 -0.486 0.620 0.12
H -4.437 1.551 0.668 0.12
H -0.751 -5.073 7.745 0.13
H -1.597 3.151 -4.722 0.07
H -1.758 -7.384 0.057 0.08
H 1.508 -3.930 1.747 0.10
H 1.594 -1.749 1.561 0.11
H 2.898 1.327 -1.638 0.05
H -1.216 -4.121 0.713 0.11
H -4.184 -2.086 11.586 0.12
H -2.363 -5.808 7.652 0.13
H 3.454 2.352 -0.328 0.06
H 1.182 1.010 0.775 0.08
H 3.055 -1.091 -0.331 0.12
H 2.214 4.969 -10.978 0.12
H 1.429 -5.024 0.364 0.11
H -2.539 2.230 -3.519 0.04
H -1.871 -5.710 -0.501 0.08
H -3.110 -3.114 7.979 0.11
H -3.109 0.456 1.051 0.12
H -1.767 -7.156 5.758 0.12
H 1.831 4.468 -1.253 -0.04
H 2.862 0.718 1.141 0.11
H -4.771 -2.680 7.553 0.13
H -2.419 0.370 -1.295 0.11
H 3.839 4.351 -5.198 0.12
H -4.323 -1.431 0.028 0.13
H 6.302 6.130 -2.755 0.12
H -3.005 2.038 -1.199 0.11
H -5.038 -1.288 9.489 0.12
H 1.692 -3.126 -0.870 0.11
H 4.638 4.963 -10.519 0.13
H 1.390 4.400 -8.415 0.13
H -0.421 -6.677 -0.857 0.08
H -0.480 -6.151 4.002 0.12
H -2.812 3.954 -3.734 0.04
H -0.626 -4.464 2.342 0.08
H -0.215 -7.167 6.593 0.12
H 0.612 -5.344 5.150 0.14
H 1.663 -0.618 -1.273 0.04
H -3.332 -0.980 9.165 0.11
H 1.971 6.266 -9.809 0.12
H -0.025 -2.955 -0.637 0.10
H 0.194 -1.108 0.706 0.11
H 0.490 3.217 0.252 -0.02
H 4.679 7.118 -4.221 0.12
H 5.495 6.132 -5.435 0.09
H 6.337 4.616 -3.682 0.13
H 2.825 5.777 -4.928 0.13
H 4.294 6.682 -10.239 0.13


93
Properties=species:S:1:pos:R:3:lowdin_charge:R:1 method="wB97M-V/def2-TZVPD" lumo_energy_ev=-0.7 gap_ev=7.252 max_force_ev_per_a=1.61 homo_ev=-7.92
I 5.753 -4.598 3.636 0.79
I 6.148 -3.122 0.446 0.76
I 4.658 -5.634 -1.843 0.86
S 1.482 0.319 0.517 0.77
S -0.503 2.178 -0.611 0.87
N -0.273 -3.548 -2.310 0.16
N -6.186 0.688 -3.647 -0.20
N 1.837 1.460 -1.882 -0.20
N -0.171 -2.243 0.251 0.17
N 4.280 2.171 4.578 -0.20
C 0.862 -2.985 -0.239 -0.21
C -1.243 -2.831 -1.805 -0.07
C 1.916 -4.387 -1.875 -0.10
C 4.558 2.968 5.761 -0.25
C 3.281 1.333 -1.628 -0.27
C 3.581 2.871 6.938 -0.09
C 4.361 -0.073 3.536 -0.08
C -1.983 -0.008 0.458 -0.25
C -7.486 2.466 -4.794 -0.09
C 1.355 0.589 -2.966 -0.23
C 2.028 -3.087 0.544 -0.02
C -5.280 1.615 -2.992 -0.25
C 4.157 2.098 -2.640 -0.06
C -7.510 1.200 -3.948 -0.27
C -6.871 -0.897 -1.756 -0.09
C 4.108 -4.454 2.273 -0.77
C 2.831 -5.053 2.816 -0.15
C 0.798 -3.625 -1.467 -0.22
C -1.213 -2.194 -0.535 -0.26
C 4.335 0.741 4.819 -0.27
C -1.800 0.918 -0.773 -0.48
C 3.080 -3.824 0.143 -0.33
C -5.726 2.235 -1.663 -0.08
C -6.197 -0.663 -3.112 -0.25
C -2.417 -1.409 -0.043 -0.14
C 4.254 -3.894 1.067 -0.76
C 3.025 -4.491 -1.129 -0.62
C 3.177 2.630 3.749 -0.24
C 1.112 1.300 -4.301 -0.07
C 1.068 1.277 -0.735 -1.03
C 1.749 2.295 4.197 -0.08
H -5.642 1.529 -0.837 0.05
H -8.502 2.729 -5.092 0.07
H 4.653 4.017 5.466 0.11
H -6.988 -1.969 -1.586 0.07
H -5.068 2.431 -3.689 0.10
H 3.749 2.137 -3.649 0.05
H -4.312 1.127 -2.850 0.10
H -5.081 3.084 -1.422 0.07
H -8.100 1.391 -3.039 0.10
H 5.166 0.256 2.876 0.08
H 3.262 3.711 3.614 0.11
H -3.166 -1.330 -0.838 0.10
H 3.540 0.263 -1.695 0.10
H 5.253 0.518 5.371 0.12
H -8.052 0.438 -4.515 0.12
H -1.109 -0.068 1.105 0.05
H 1.422 2.925 5.023 0.05
H -7.077 3.317 -4.247 0.06
H 1.944 -4.443 2.643 0.07
H -5.167 -1.032 -3.063 0.10
H -2.794 -1.959 0.829 0.12
H 4.021 3.348 7.817 0.07
H 3.358 1.838 7.207 0.07
H 2.016 -0.273 -3.140 0.13
H -1.711 0.280 -1.660 0.07
H 2.621 -6.048 2.404 0.09
H 3.502 0.391 5.447 0.10
H -6.689 -1.306 -3.849 0.11
H 4.528 -1.128 3.767 0.06
H 1.942 1.928 -4.633 0.06
H -2.740 1.470 -0.889 0.06
H 3.563 1.675 -0.632 0.09
H 1.058 2.469 3.369 0.06
H 0.392 0.156 -2.667 0.10
H 5.552 2.687 6.123 0.11
H -6.896 2.318 -5.700 0.08
H -2.145 -2.715 -2.408 0.12
H 2.062 -2.547 1.485 0.12
H 2.645 3.389 6.733 0.05
H -6.273 -0.510 -0.931 0.05
H 3.416 -0.003 2.995 0.04
H 2.911 -5.187 3.898 0.05
H 1.642 1.250 4.494 0.07
H -7.865 -0.450 -1.706 0.07
H 5.154 1.646 -2.653 0.07
H 4.289 3.123 -2.274 0.07
H 0.231 1.951 -4.241 0.07
H 1.887 -4.914 -2.825 0.10
H -6.750 2.607 -1.699 0.07
H -2.812 0.346 1.086 0.11
H 3.316 2.220 2.744 0.09
H 0.911 0.582 -5.106 0.08


110
Properties=species:S:1:pos:R:3:lowdin_charge:R:1 method="wB97M-V/def2-TZVPD" lumo_energy_ev=-0.3 smiles="CCOC(=O)OC.CCOC(=O)OC.CCOC(=O)OC.CCOC(=O)OC.O=C1OCCO1.O=C1OCCO1.O=C1OCCO1.O=C1OCCO1.O=C1OCCO1" de_lowest_kj_mol=15.54 gap_ev=9.755 max_force_ev_per_a=2.28 homo_ev=-10.02
O 5.682 2.161 -2.206 0.07
O 5.216 -5.313 0.365 0.04
O -0.292 0.122 -1.211 0.06
O -0.680 -2.148 -3.488 0.05
O -3.570 -1.439 1.039 0.03
O -5.254 2.319 -3.744 0.12
O 0.392 0.793 0.772 0.07
O 6.422 -6.790 1.347 0.01
O 0.137 3.741 3.198 0.06
O -6.349 2.857 -1.843 0.04
O -2.360 6.203 0.342 0.08
O 2.954 -0.477 5.169 0.05
O 4.117 -0.035 3.435 0.00
O 2.169 3.378 2.426 0.07
O -1.898 -0.830 -4.767 0.08
O -4.539 6.272 0.896 0.15
O 5.332 -7.382 -0.533 0.13
O -0.945 2.146 -0.342 0.16
O 0.923 5.105 1.635 0.16
O 3.884 1.063 -2.910 0.05
O -5.162 -0.126 1.976 0.14
O 2.900 -1.899 3.392 0.12
O -3.132 0.631 1.362 -0.02
O -2.893 -2.070 -3.160 0.18
O 3.844 2.026 -0.892 0.16
O -4.481 1.806 -1.711 0.01
O -3.815 4.981 -0.778 0.06
C -4.078 -0.316 1.498 -0.61
C -3.631 5.864 0.240 -0.60
C 4.429 -0.132 2.060 -0.04
C 6.097 1.573 -3.435 -0.11
C 4.034 -4.963 -0.361 -0.21
C 0.378 -1.007 -0.611 -0.08
C 1.067 4.142 2.323 -0.58
C -4.440 -2.549 0.773 -0.19
C -2.530 4.683 -1.323 -0.11
C -7.267 3.709 -2.556 -0.19
C 5.609 -6.572 0.308 -0.61
C -4.154 -3.684 1.746 -0.06
C -1.582 5.126 -0.222 -0.11
C -5.366 2.338 -2.537 -0.62
C 0.597 -1.219 5.280 -0.06
C -8.461 2.885 -3.081 -0.05
C 4.793 1.026 -4.008 -0.12
C -3.521 1.964 1.690 -0.02
C -0.338 1.116 -0.293 -0.54
C 1.909 2.241 3.267 -0.09
C 3.467 -3.653 0.150 -0.06
C -3.379 1.084 -2.220 -0.04
C 3.269 -0.912 3.955 -0.62
C 7.058 -8.047 1.407 -0.06
C 4.391 1.865 -1.940 -0.55
C 2.000 -1.280 5.867 -0.20
C 0.250 -1.590 -4.402 -0.12
C -0.674 -0.924 -5.434 -0.13
C 1.263 -0.262 0.409 -0.11
C -1.931 -1.730 -3.761 -0.57
C 0.655 2.709 4.046 -0.08
H 0.546 -1.840 4.388 0.07
H -9.239 3.584 -3.385 0.07
H 2.442 -3.539 -0.208 0.07
H -4.244 -2.814 -0.267 0.12
H 0.918 -2.349 -4.801 0.13
H -3.119 -3.995 1.852 0.07
H -0.289 0.047 -5.742 0.13
H -6.686 4.187 -3.341 0.12
H -2.395 3.622 -1.506 0.09
H 4.085 0.727 1.474 0.08
H 6.836 0.783 -3.289 0.13
H -2.305 5.289 -2.203 0.14
H -3.654 0.406 -3.026 0.09
H 0.788 3.139 5.034 0.13
H -8.083 2.153 -3.786 0.08
H -4.706 -4.548 1.361 0.08
H 0.927 -1.564 -1.367 0.12
H -0.056 1.884 4.051 0.11
H -1.367 4.348 0.508 0.09
H -8.906 2.413 -2.202 0.08
H 5.511 -0.105 1.943 0.10
H -4.218 2.283 0.908 0.10
H -0.619 5.540 -0.508 0.13
H 2.293 -2.322 5.992 0.13
H 8.060 -7.931 1.818 0.09
H 1.777 1.453 2.525 0.11
H 0.859 -0.790 -3.971 0.12
H 6.590 2.301 -4.079 0.13
H -5.484 -2.239 0.794 0.12
H 2.274 0.042 0.135 0.11
H 1.962 -0.809 6.851 0.12
H 4.085 -2.781 -0.043 0.07
H 4.374 -4.785 -1.388 0.13
H -2.554 1.715 -2.555 0.09
H -0.702 -1.532 -6.345 0.13
H -2.651 2.606 1.599 0.08
H 3.967 -0.994 1.585 0.07
H -0.257 -1.730 -0.100 0.14
H -0.098 -1.579 6.043 0.08
H 7.149 -8.534 0.438 0.09
H 6.554 -8.739 2.084 0.10
H 3.334 -5.794 -0.401 0.13
H 1.447 -0.925 1.261 0.12
H 3.319 -3.699 1.234 0.08
H 4.381 1.561 -4.859 0.13
H 0.224 -0.215 5.074 0.07
H 4.988 -0.021 -4.241 0.13
H -4.080 2.086 2.615 0.10
H 2.746 2.009 3.917 0.12
H -7.651 4.399 -1.809 0.12
H -4.607 -3.492 2.718 0.08
H -2.983 0.510 -1.386 0.08